ORCA calculation (ωB97M-V with the def2-TZVPD basis set) on a molecular structure, C3H7N3O2 at a distorted geometry.

charge	0
HOMO	-0.3659	hartree
HOMO-LUMO gap	10.0	eV
E_LUMO	0.0008	Eh
energy relative to the best compared isomer or geometry (same formula, charge and spin)	650.9	kJ/mol
2S+1	1
M	117.108	g mol⁻¹

Each line ends with the natural charge from an NBO analysis.
Atoms and positions in Å:
1 C 2.1088 -0.1103 -0.2034  -0.602
2 C 0.8001 0.3859 -0.6323  -0.288
3 C -1.3629 0.5523 0.4036  0.763
4 H 2.7651 0.6635 -1.0302  0.200
5 H 2.4935 -1.0459 -0.1468  0.231
6 H 2.3629 0.2887 0.7758  0.211
7 H 0.5890 1.7456 -0.6644  0.302
8 H 0.5703 0.3349 -1.7715  0.220
9 H -2.3779 -1.1849 1.2424  0.421
10 H -3.4228 0.4080 1.5268  0.459
11 N -0.2794 -0.2276 0.0503  -0.318
12 N -0.6426 -1.5075 -0.1259  0.254
13 N -2.4366 -0.0591 1.0165  -0.863
14 O 0.2384 -2.0954 -0.7023  -0.340
15 O -1.4060 1.8518 0.2615  -0.650

---

ORCA calculation (ωB97M-V with the def2-TZVPD basis set) on a molecular structure, C10H19MnN5O7P2S2.

charge	+1
HOMO (spin up / spin down)	-0.4195 / -0.4200	hartree
HOMO-LUMO gap (spin up / spin down)	6.7 / 7.1	eV
E_LUMO (spin up / spin down)	-0.1726 / -0.1589	Eh
2S+1	5
M	502.310	g mol⁻¹

Each line ends with the Löwdin spin population.
Atoms and positions in Å:
1 Mn -0.1434 0.0375 0.2498  3.910
2 C 2.9705 -3.8680 2.1739  -0.003
3 S 3.0517 -3.5214 0.4089  -0.010
4 C 1.9724 -2.1892 0.2050  -0.010
5 S 1.1274 -1.4989 1.5584  -0.074
6 N 1.9185 -1.7638 -1.0251  -0.006
7 N 1.0999 -0.6876 -1.1681  -0.057
8 C 1.0387 -0.1259 -2.3169  0.029
9 C 0.1301 1.0173 -2.4581  0.004
10 C -0.0132 1.7473 -3.6188  0.004
11 C -0.9001 2.8193 -3.6246  0.005
12 C -1.6125 3.1235 -2.4761  0.004
13 C -1.4200 2.3413 -1.3482  0.006
14 N -0.5672 1.3226 -1.3492  0.004
15 H 3.6687 -4.6883 2.3280  0.000
16 H 1.9697 -4.1825 2.4573  -0.001
17 H 3.2885 -3.0093 2.7596  -0.001
18 H 1.6398 -0.5082 -3.1348  -0.001
19 H 0.5597 1.4803 -4.4971  0.000
20 H -1.0317 3.4093 -4.5220  0.000
21 H -2.3120 3.9466 -2.4472  0.000
22 H -1.9529 2.5136 -0.4220  0.000
23 C -4.0271 -1.6303 3.1137  0.000
24 C -2.7776 -1.2224 2.3359  0.001
25 O -1.5814 -1.6477 2.9912  0.001
26 P -2.7384 -1.9895 0.6889  0.009
27 O -4.1792 -1.8210 0.0623  0.003
28 O -2.6421 -3.5394 0.9430  0.003
29 O -1.6548 -1.4301 -0.1793  0.058
30 P -2.6774 0.6152 2.1720  0.009
31 O -3.8915 0.9287 1.1359  0.001
32 O -2.8637 1.2542 3.4781  0.001
33 O -1.4094 0.9277 1.3623  0.049
34 H -4.0122 -2.7054 3.2907  0.000
35 H -4.9399 -1.3723 2.5787  0.000
36 H -4.0290 -1.1090 4.0705  0.000
37 H -1.5335 -1.1886 3.8421  0.000
38 H -4.4057 -0.8959 -0.1200  0.000
39 H -3.1613 -4.1018 0.3545  0.000
40 H -4.5701 1.4610 1.5727  0.000
41 N 1.8252 1.6871 2.2127  0.003
42 N 1.2863 1.8422 0.8976  0.054
43 H 2.5193 2.3986 2.4107  0.001
44 H 2.2606 0.7744 2.2640  0.000
45 H 1.9968 2.0939 0.2130  0.001
46 H 0.6156 2.6022 0.9387  0.001

---

ORCA calculation (ωB97M-V with the def2-TZVPD basis set) on a single C2H5N3O3 molecule.

charge	0
HOMO	-0.2958	hartree
HOMO-LUMO gap	8.7	eV
E_LUMO	0.0242	Eh
energy relative to the best compared isomer or geometry (same formula, charge and spin)	522.8	kJ/mol
2S+1	1
M	119.080	g mol⁻¹

Each line ends with the natural charge from an NBO analysis.
Atoms and positions in Å:
1 N 1.8115 0.3065 0.1931  -0.573
2 O 0.6802 0.8204 0.9046  -0.281
3 N -0.5807 0.6180 0.2275  -0.015
4 N -0.6351 1.0318 -1.0880  -0.657
5 C -0.9818 -0.7497 0.3660  0.121
6 O -2.3343 -0.9816 0.4040  -0.669
7 C -0.0788 -1.7040 0.3291  0.598
8 O 0.7043 -2.5666 0.4529  -0.452
9 H 2.4426 1.0922 0.0561  0.352
10 H 2.2736 -0.3526 0.8153  0.358
11 H -0.5911 2.0449 -1.1370  0.365
12 H 0.0822 0.6095 -1.6809  0.357
13 H -2.7927 -0.1687 0.1572  0.496

---

ORCA calculation (ωB97M-V with the def2-TZVPD basis set) on a molecular structure, C22H24NdOP at a distorted geometry.

charge	0
HOMO (spin up / spin down)	-0.2906 / -0.2898	hartree
HOMO-LUMO gap (spin up / spin down)	7.8 / 7.8	eV
E_LUMO (spin up / spin down)	-0.0047 / -0.0035	Eh
2S+1	4
M	479.647	g mol⁻¹

Each line ends with the Löwdin spin population.
Atoms and positions in Å:
1 Nd 0.8439 -2.6621 -0.8381  3.044
2 C -1.2196 -1.4775 3.3231  0.000
3 C -0.8245 -0.0214 3.2989  0.000
4 C -1.1533 0.7630 4.4217  0.000
5 C -0.8261 2.1152 4.4757  0.000
6 C -0.1678 2.7058 3.4065  0.000
7 C 0.1586 1.9453 2.2812  0.000
8 C -0.1636 0.5753 2.1945  -0.001
9 P 0.2609 -0.4023 0.7020  -0.004
10 C 1.3954 0.6219 -0.2908  0.000
11 C 2.6931 0.7112 0.2830  0.000
12 C 3.7305 1.4381 -0.3032  0.000
13 C 3.5076 2.0992 -1.4971  0.000
14 C 2.2540 2.0207 -2.0966  0.000
15 C 1.1917 1.2844 -1.5191  0.000
16 C -0.0986 1.2817 -2.2883  0.000
17 C -1.4106 -0.6765 -0.2405  0.000
18 C -2.3223 0.3896 0.0609  0.000
19 C -3.6397 0.4592 -0.3984  0.000
20 C -4.1360 -0.5446 -1.1960  0.000
21 C -3.3041 -1.6039 -1.5423  0.000
22 C -1.9368 -1.7291 -1.1109  0.000
23 C -1.3937 -3.1533 -1.8771  -0.012
24 H -1.6083 -1.7698 4.3050  0.000
25 H -0.3556 -2.1192 3.1240  0.000
26 H -2.0081 -1.6737 2.5904  0.000
27 H -1.6702 0.3170 5.2692  0.000
28 H -1.0850 2.7042 5.3512  0.000
29 H 0.0915 3.7607 3.4405  0.000
30 H 0.6593 2.4574 1.4626  0.000
31 H 2.9132 0.2031 1.2233  0.000
32 H 4.7042 1.4803 0.1762  0.000
33 H 4.3045 2.6687 -1.9667  0.000
34 H 2.1052 2.5428 -3.0409  0.000
35 H -0.0035 1.8230 -3.2371  0.000
36 H -0.8806 1.7931 -1.7236  0.000
37 H -0.3900 0.2635 -2.5533  0.000
38 H -2.0135 1.2381 0.6678  0.000
39 H -4.2653 1.3042 -0.1226  0.000
40 H -5.1591 -0.5080 -1.5590  0.000
41 H -3.7418 -2.3687 -2.1874  0.000
42 H -1.4661 -2.6746 -2.6946  0.001
43 H -1.9530 -3.6774 -1.2506  0.000
44 C 3.3463 -1.9299 -3.3564  0.000
45 O 2.4319 -2.1974 -2.4362  -0.008
46 H 3.6733 -0.8807 -3.4539  0.000
47 H 3.0921 -2.1628 -4.4044  0.000
48 H 4.3204 -2.4397 -3.2643  0.000
49 H 1.5192 -4.2943 0.3914  -0.018